Entry 1:
{"formula": "C6H6O", "method": "ωB97M-V with the def2-TZVPD basis set", "symbols": ["H", "C", "C", "H", "H", "H", "H", "C", "C", "H", "C", "C", "O"], "coordinates": [[-1.4369, -0.3557, -1.9798], [0.9928, -0.5886, 1.0232], [0.7463, -1.8313, 1.3613], [0.1782, -2.5280, 1.9362], [0.2283, 2.7033, -0.2384], [-0.6220, 2.2263, 1.3220], [2.0432, -1.8573, -0.7310], [1.0797, -1.5530, -0.0995], [-0.5676, 0.7868, -0.4268], [-1.3373, 2.7206, -0.3528], [-0.7148, -0.3368, -1.0322], [-0.5518, 2.1565, 0.1483], [-0.0382, -1.5427, -0.9303]], "total_energy_ev": -8358.182, "de_lowest_kcal_mol": 191.9, "homo_energy_ha": [-0.291, -0.312], "total_charge": 0}

Entry 2:
{"formula": "C16H31N2O4OsSe", "method": "ωB97M-V with the def2-TZVPD basis set", "symbols": ["C", "H", "C", "H", "C", "H", "H", "H", "N", "H", "C", "H", "H", "H", "H", "H", "H", "H", "C", "H", "H", "Os", "H", "O", "O", "O", "C", "H", "H", "Se", "C", "H", "C", "O", "H", "H", "H", "C", "C", "H", "C", "H", "H", "C", "H", "H", "H", "H", "N", "C", "C", "C", "H", "C", "H"], "coordinates": [[1.2076, 3.1450, -0.4672], [0.7052, 0.0885, 4.1933], [-1.4481, -0.7247, -2.4034], [2.1436, 3.1947, -1.0222], [0.9209, -1.2440, -2.6674], [3.6896, -0.3507, -0.4477], [-2.2961, -2.4476, -0.4385], [3.4619, -1.3446, 1.4833], [-0.0590, -0.2979, -2.0437], [-0.5174, 1.7552, -2.2807], [-0.7074, 2.7723, 1.8902], [-1.4896, -1.8045, -2.2733], [1.2023, 1.3526, -2.4115], [-2.4973, 0.3687, 1.8509], [-1.6534, -0.4931, -3.4519], [-1.4622, 2.3919, 2.5714], [1.9268, -0.9537, -2.3729], [-3.4396, -0.3009, -1.6899], [0.1971, 1.0258, -2.6466], [-2.3419, -1.9839, 1.2643], [-0.1166, 3.5090, 2.4421], [0.1235, -0.3729, 0.1097], [2.9381, -0.7926, 3.0745], [1.4409, -4.5762, -0.1334], [-0.8131, -3.7259, -1.4404], [-0.9322, -4.1844, 1.2547], [0.2320, 1.7143, 1.4055], [-2.4603, 1.6066, 0.5654], [0.7004, -2.2572, -2.3530], [-0.0166, -3.9220, -0.0408], [0.5711, 0.4975, 2.1042], [-2.3406, 1.0671, -1.5830], [-0.0138, -0.0332, 3.3795], [0.5220, -2.1399, 0.3675], [-1.1967, 3.3055, 1.0765], [4.0239, 1.3616, -0.1940], [0.8280, -1.1702, -3.7534], [1.1183, 1.8846, 0.3441], [3.2626, 0.6471, -0.5176], [0.3926, 3.2717, -1.1745], [-2.7461, 0.5934, 0.8175], [-3.8243, 0.4837, 0.6810], [-0.2379, -1.0969, 3.3038], [2.0547, 0.7859, 0.3535], [-0.9217, 0.4956, 3.6650], [1.1763, 4.0034, 0.2054], [3.0561, 0.8580, -1.5656], [-3.7281, -1.6134, 0.2051], [-2.0547, -0.3595, -0.0742], [1.7465, -0.0460, 1.4826], [-2.6400, -1.6966, 0.2598], [2.5902, -1.1219, 2.0942], [2.0321, -2.0488, 2.2153], [-2.4053, -0.0169, -1.4827], [0.0954, 0.9403, -3.7306]], "total_energy_ev": -96068.899, "de_lowest_kcal_mol": 32.3, "homo_energy_ha": [-0.451, -0.450], "total_charge": 1}

Entry 3:
{"formula": "C2H3NO3S", "method": "ωB97M-V with the def2-TZVPD basis set", "symbols": ["C", "C", "N", "H", "O", "O", "H", "H", "O", "S"], "coordinates": [[-0.0056, 0.6056, -0.1676], [-0.9918, -0.6152, -0.1436], [1.3756, 0.3145, -0.2462], [1.9578, 1.1874, 0.0384], [1.9163, -0.7556, 0.4472], [-0.5142, 1.6700, -0.2226], [1.9133, -1.6110, -0.1391], [-2.3090, 1.1281, 0.7527], [-0.6445, -1.6902, -0.4394], [-2.6979, -0.2336, 0.1203]], "total_energy_ev": -20587.813, "de_lowest_kcal_mol": 55.2, "homo_energy_ha": -0.358, "total_charge": 0}

Entry 4:
{"formula": "C15H18ClNO4", "method": "ωB97M-V with the def2-TZVPD basis set", "symbols": ["H", "H", "H", "Cl", "C", "C", "C", "H", "N", "O", "H", "H", "C", "C", "O", "C", "H", "H", "C", "O", "H", "H", "C", "C", "O", "H", "C", "H", "H", "H", "C", "C", "C", "H", "H", "H", "C", "C", "H"], "coordinates": [[-2.0497, 0.8369, 1.0662], [0.2434, -0.4573, -0.3494], [-5.4838, 0.9070, -1.6553], [5.7648, 1.1854, -1.2395], [-4.7787, 0.3689, -0.5858], [2.5095, -0.4747, 0.9957], [0.3023, 0.1471, 1.7121], [1.8132, -2.2826, 0.8692], [1.6893, 0.1556, 1.6796], [-3.4570, 0.6639, -1.1757], [2.5920, 2.3870, 0.8996], [-5.2816, -1.6234, -0.2164], [-2.3169, 0.0302, -0.9198], [-0.4057, -0.2546, 0.6039], [0.2474, 2.0423, 0.0573], [3.4518, -2.3366, -0.6676], [2.0831, 0.6957, 2.3961], [-3.1782, -1.4649, 0.8106], [-1.4578, 0.5952, 0.2476], [-1.6461, 2.5763, -0.6763], [4.3156, 2.5312, -0.0248], [5.0839, -1.7636, -1.7465], [3.7302, 0.5073, 0.3135], [-4.6723, -1.0969, -0.7189], [-0.2276, 0.5202, 2.7404], [-1.8216, -0.2818, -1.7114], [4.4608, -1.3622, -1.0549], [-0.7285, -1.6153, 0.7305], [-2.6883, -2.2624, -0.8916], [-2.6037, 2.2956, -0.8127], [4.6324, 0.0802, -0.6332], [3.6432, 1.9481, 0.8319], [-3.1453, -1.3230, -0.2724], [-4.8415, 0.6346, 0.2685], [-4.6118, -1.3365, -1.9484], [3.3484, -3.3156, -0.8572], [2.4755, -1.7615, 0.4711], [-0.8616, 1.8246, -0.3453], [3.8709, 2.0792, 1.8096]], "total_energy_ev": -38037.394, "de_lowest_kcal_mol": 315.9, "homo_energy_ha": -0.293, "total_charge": 0}

Entry 5:
{"formula": "CH6NS", "method": "ωB97M-V with the def2-TZVPD basis set", "symbols": ["H", "C", "H", "H", "H", "H", "N", "H", "S"], "coordinates": [[-1.0225, 0.4441, -2.0200], [-0.0035, 0.0863, -2.2076], [0.5151, 0.9268, -2.6674], [0.6107, -0.3721, 2.0133], [-0.7616, -0.5812, 2.6975], [-0.1251, 0.8263, 2.7631], [0.1201, -0.1496, 2.8859], [-0.0852, -0.7844, -2.8600], [0.7521, -0.3962, -0.6049]], "total_energy_ev": -13460.350, "de_lowest_kcal_mol": 3.6, "homo_energy_ha": -0.082, "total_charge": -1}

Entry 6:
{"formula": "C8H5Cl3FN", "method": "ωB97M-V with the def2-TZVPD basis set", "symbols": ["H", "C", "Cl", "H", "Cl", "C", "C", "Cl", "C", "C", "F", "C", "H", "H", "N", "H", "C", "C"], "coordinates": [[2.2547, -0.1703, -0.3048], [-1.4611, 0.4008, -0.0240], [-5.2651, 1.5377, -0.0584], [-1.1847, 0.2986, 2.0286], [-4.7593, -1.4751, 1.1221], [1.2583, 0.1177, -0.2208], [0.5001, 0.4252, -1.3876], [-3.1370, -2.7982, -0.7376], [-3.4995, 1.6101, -0.1557], [-4.4602, -1.7411, -0.4856], [-2.9740, 2.8232, -0.5477], [-0.7551, 0.1618, 1.1303], [1.1220, -0.0307, 1.9307], [-1.4149, 0.8828, -2.2000], [-2.9081, 0.5607, 0.1120], [1.0332, 0.3881, -2.3774], [0.6243, 0.0237, 1.0116], [-0.8803, 0.4648, -1.2518]], "total_energy_ev": -50147.786, "homo_energy_ha": -0.336, "total_charge": 0}

> Number 2 is which compound?

C16H31N2O4OsSe